Molecular formula: C28H19Cl3CuN3O2
Method: DFT, ωB97M-V with the def2-TZVPD basis set

For the gap between HOMO and LUMO (alpha / beta), the calculation gives 5.040 / 6.260 eV. As for the spin multiplicity: 2. As for the HOMO energy (alpha / beta): -3.510 / -4.723 eV. Its strongest force on any atom is 0.5 eV/Å. Its net charge is -1.

Last column: Löwdin charge in e.
Element x y z (Å)
1 Cu -1.328 0.850 0.539  0.320
2 C -1.531 3.822 5.135  -0.095
3 C -2.846 3.870 4.686  -0.094
4 C -3.259 3.059 3.645  -0.028
5 C -2.347 2.188 3.052  -0.235
6 C -1.032 2.139 3.496  -0.020
7 C -0.626 2.958 4.536  -0.072
8 N -2.684 1.318 1.973  0.008
9 N -3.920 1.233 1.695  0.085
10 C -4.155 0.451 0.568  -0.314
11 C -5.392 -0.178 0.408  -0.020
12 C -5.588 -0.953 -0.710  -0.083
13 C -4.554 -1.084 -1.638  -0.065
14 C -3.363 -0.434 -1.401  -0.107
15 N -3.166 0.342 -0.329  0.073
16 H -1.211 4.467 5.944  0.096
17 H -3.550 4.553 5.146  0.096
18 H -4.273 3.093 3.274  0.099
19 H -0.335 1.478 2.998  0.108
20 H 0.403 2.931 4.869  0.105
21 H -6.147 -0.058 1.173  0.105
22 H -6.530 -1.464 -0.866  0.100
23 H -4.680 -1.676 -2.534  0.099
24 H -2.518 -0.520 -2.074  0.117
25 C -0.072 -0.450 -0.178  -0.004
26 C 0.851 -1.135 -0.622  -0.166
27 C 1.899 -1.821 -1.234  -0.157
28 C 1.890 -3.283 -1.209  -0.182
29 C 1.212 -3.958 -0.181  -0.032
30 C 1.154 -5.339 -0.145  -0.100
31 C 1.759 -6.099 -1.141  -0.119
32 C 2.414 -5.449 -2.178  -0.105
33 C 2.480 -4.065 -2.214  -0.052
34 C 2.949 -1.032 -1.874  -0.175
35 C 4.252 -1.518 -2.071  -0.055
36 C 5.233 -0.722 -2.639  -0.106
37 C 4.950 0.583 -3.023  -0.111
38 C 3.670 1.086 -2.817  -0.087
39 C 2.687 0.297 -2.249  -0.020
40 H 0.728 -3.366 0.585  0.106
41 H 0.629 -5.830 0.666  0.094
42 H 1.711 -7.181 -1.113  0.088
43 H 2.869 -6.025 -2.976  0.093
44 H 2.965 -3.578 -3.049  0.106
45 H 4.505 -2.516 -1.741  0.103
46 H 6.234 -1.119 -2.767  0.092
47 H 5.720 1.205 -3.462  0.090
48 H 3.434 2.108 -3.087  0.098
49 H 1.697 0.703 -2.076  0.103
50 Cl 2.790 3.183 0.563  0.578
51 C 1.395 4.097 -0.037  -1.495
52 Cl 0.895 5.283 1.204  0.548
53 Cl 1.872 4.986 -1.492  0.558
54 C 0.205 3.084 -0.315  -0.826
55 O -0.165 2.943 -1.468  -0.005
56 O -0.181 2.541 0.751  -0.139

***

Molecular formula: C28H19Cl5N4O3PSScSe2
Method: DFT, ωB97M-V with the def2-TZVPD basis set

For the gap between HOMO and LUMO, the calculation gives 8.427 eV. As for the spin multiplicity: 1. As for the HOMO energy: -8.274 eV. Its strongest force on any atom is 1.5 eV/Å. Its net charge is 0.

Last column: Löwdin charge in e.
Element x y z (Å)
1 Sc 0.534 0.518 -0.034  0.509
2 Se -1.521 2.205 0.649  0.437
3 P -0.788 1.604 2.583  0.188
4 Se 0.269 -0.285 2.477  0.441
5 C -2.154 1.518 3.780  -0.384
6 C -3.177 2.460 3.712  -0.104
7 C -4.200 2.438 4.646  -0.076
8 C -4.209 1.473 5.645  -0.081
9 C -3.194 0.530 5.709  -0.076
10 C -2.165 0.551 4.778  -0.100
11 C 0.322 2.884 3.250  -0.387
12 C 1.420 2.537 4.030  -0.100
13 C 2.231 3.527 4.565  -0.076
14 C 1.950 4.863 4.323  -0.083
15 C 0.855 5.212 3.543  -0.078
16 C 0.044 4.227 3.004  -0.104
17 H -3.183 3.193 2.915  0.080
18 H -4.997 3.167 4.588  0.105
19 H -5.013 1.451 6.368  0.104
20 H -3.206 -0.229 6.480  0.105
21 H -1.379 -0.192 4.816  0.068
22 H 1.646 1.493 4.203  0.069
23 H 3.088 3.253 5.166  0.104
24 H 2.587 5.634 4.737  0.103
25 H 0.638 6.254 3.347  0.104
26 H -0.793 4.496 2.372  0.077
27 N 8.925 0.196 -1.347  0.108
28 C 7.563 0.156 -1.155  -0.312
29 C 6.712 -0.235 -2.193  -0.021
30 C 5.349 -0.304 -1.991  -0.049
31 C 4.829 0.003 -0.743  -0.312
32 C 5.657 0.393 0.304  -0.045
33 C 7.016 0.467 0.098  -0.021
34 S 3.117 -0.060 -0.471  0.571
35 O 2.405 -0.367 -1.711  -0.302
36 O 2.804 -0.951 0.623  -0.359
37 N 2.515 1.368 0.007  -0.171
38 C 2.360 2.267 -1.056  -0.482
39 N 3.377 2.572 -1.858  0.159
40 C 3.091 3.373 -2.874  -0.096
41 C 1.817 3.875 -3.108  -0.036
42 C 0.838 3.486 -2.221  -0.124
43 N 1.102 2.690 -1.187  0.069
44 H 9.266 0.214 -2.292  0.094
45 H 9.479 0.707 -0.684  0.094
46 H 7.130 -0.484 -3.161  0.113
47 H 4.682 -0.590 -2.794  0.119
48 H 5.230 0.638 1.268  0.124
49 H 7.672 0.765 0.907  0.113
50 H 3.917 3.620 -3.533  0.115
51 H 1.599 4.519 -3.946  0.105
52 H -0.191 3.814 -2.321  0.117
53 Cl 0.654 -3.736 -5.811  0.674
54 C 0.284 -2.650 -4.525  -0.706
55 C 0.409 -3.066 -3.200  -0.690
56 Cl 0.951 -4.656 -2.832  0.701
57 C 0.104 -2.188 -2.176  -0.589
58 Cl 0.326 -2.607 -0.518  0.787
59 C -0.324 -0.879 -2.428  -0.454
60 O -0.592 -0.072 -1.417  -0.276
61 C -0.444 -0.479 -3.757  -0.593
62 Cl -0.968 1.133 -4.077  0.741
63 C -0.139 -1.353 -4.797  -0.692
64 Cl -0.292 -0.824 -6.428  0.685

***

Molecular formula: C28H19F3N3NiO5S
Method: DFT, ωB97M-V with the def2-TZVPD basis set

For the gap between HOMO and LUMO (alpha / beta), the calculation gives 8.360 / 8.281 eV. As for the spin multiplicity: 1. As for the HOMO energy (alpha / beta): -5.933 / -5.852 eV. Its strongest force on any atom is 0.4 eV/Å. Its net charge is -1.

Last column: Löwdin charge in e.
Element x y z (Å)
1 Ni -0.966 -1.848 0.484  0.458
2 O 0.251 -5.438 -0.836  0.098
3 C -0.015 -4.283 -0.584  -0.425
4 N -0.723 -3.753 0.456  0.072
5 C -1.197 -4.477 1.499  -0.417
6 O -1.193 -5.675 1.703  0.087
7 C -1.817 -3.542 2.527  -0.144
8 C -2.279 -4.009 3.743  0.007
9 C -2.786 -3.095 4.649  -0.055
10 C -2.817 -1.752 4.305  -0.050
11 C -2.348 -1.364 3.065  -0.080
12 N -1.863 -2.248 2.191  0.055
13 C 0.422 -3.178 -1.524  -0.164
14 C 1.232 -3.440 -2.614  0.013
15 C 1.603 -2.385 -3.425  -0.049
16 C 1.156 -1.107 -3.122  -0.049
17 C 0.349 -0.926 -2.017  -0.092
18 N -0.018 -1.949 -1.239  0.064
19 H -2.211 -5.069 3.942  0.119
20 H -3.147 -3.424 5.616  0.105
21 H -3.193 -1.004 4.990  0.103
22 H -2.344 -0.333 2.736  0.102
23 H 1.554 -4.458 -2.781  0.121
24 H 2.249 -2.552 -4.278  0.107
25 H 1.444 -0.252 -3.717  0.106
26 H -0.032 0.044 -1.727  0.101
27 C 4.610 2.002 -2.880  -0.064
28 C 4.042 1.077 -1.835  -0.296
29 C 4.532 -0.209 -1.673  -0.054
30 C 4.000 -1.066 -0.712  -0.055
31 C 2.978 -0.633 0.109  -0.264
32 C 2.477 0.660 -0.038  -0.064
33 C 3.001 1.499 -1.003  -0.053
34 S 2.327 -1.691 1.397  0.435
35 O 3.173 -1.447 2.547  -0.330
36 O 2.410 -3.031 0.837  -0.328
37 O 0.955 -1.211 1.591  -0.373
38 H 5.339 1.486 -3.506  0.067
39 H 5.109 2.857 -2.420  0.076
40 H 3.824 2.396 -3.529  0.073
41 H 5.334 -0.556 -2.317  0.104
42 H 4.361 -2.080 -0.597  0.115
43 H 1.658 0.983 0.592  0.107
44 H 2.596 2.499 -1.121  0.109
45 F -4.537 6.909 0.598  0.125
46 C -3.419 6.653 -0.118  -0.581
47 F -2.475 7.503 0.323  0.125
48 F -3.706 7.016 -1.389  0.125
49 C -3.002 5.219 -0.021  -0.145
50 C -3.889 4.233 -0.442  -0.023
51 C -3.531 2.902 -0.365  -0.024
52 C -2.278 2.522 0.135  -0.251
53 C -1.400 3.527 0.553  -0.019
54 C -1.758 4.863 0.477  -0.016
55 C -1.902 1.144 0.219  -0.124
56 C -1.562 -0.021 0.323  -0.051
57 H -4.860 4.513 -0.831  0.120
58 H -4.217 2.132 -0.691  0.114
59 H -0.433 3.240 0.943  0.115
60 H -1.069 5.629 0.806  0.115

***

Molecular formula: C28H19N5O6RhS
Method: DFT, ωB97M-V with the def2-TZVPD basis set

For the gap between HOMO and LUMO (alpha / beta), the calculation gives 6.090 / 4.373 eV. As for the spin multiplicity: 5. As for the HOMO energy (alpha / beta): -10.357 / -10.351 eV. Its strongest force on any atom is 0.3 eV/Å. Its net charge is +1.

Last column: Löwdin charge in e.
Element x y z (Å)
1 Rh -1.403 0.114 -0.659  1.156
2 O 5.345 0.587 1.213  -0.001
3 C 4.891 -0.443 0.703  -0.679
4 O 5.356 -1.547 0.403  0.000
5 C 3.369 -0.320 0.367  -0.039
6 C 2.691 -1.380 -0.217  0.078
7 C 1.347 -1.244 -0.490  -0.184
8 N 0.687 -0.112 -0.194  0.013
9 C 1.323 0.911 0.408  -0.177
10 C 2.670 0.841 0.682  0.082
11 C 0.450 2.023 0.831  -0.192
12 C 0.924 3.212 1.366  0.030
13 C 0.011 4.172 1.768  -0.011
14 C -1.347 3.934 1.624  -0.021
15 C -1.749 2.735 1.069  -0.103
16 N -0.864 1.808 0.696  -0.002
17 C 0.521 -2.283 -1.152  -0.194
18 C 1.031 -3.492 -1.603  0.030
19 C 0.183 -4.381 -2.239  -0.012
20 C -1.153 -4.044 -2.417  -0.026
21 C -1.592 -2.828 -1.936  -0.123
22 N -0.775 -1.978 -1.308  0.000
23 H 3.278 -2.267 -0.421  0.126
24 H 3.245 1.621 1.165  0.127
25 H 1.987 3.379 1.459  0.127
26 H 0.360 5.107 2.186  0.126
27 H -2.085 4.664 1.922  0.121
28 H -2.792 2.503 0.896  0.110
29 H 2.078 -3.720 -1.468  0.126
30 H 0.564 -5.325 -2.606  0.126
31 H -1.839 -4.703 -2.931  0.119
32 H -2.615 -2.493 -2.066  0.097
33 O -3.179 2.862 -3.161  0.156
34 C -2.309 2.055 -3.019  -0.493
35 O -2.200 1.373 -1.854  -0.245
36 C -1.283 1.744 -4.055  -0.128
37 C -1.332 2.481 -5.235  0.026
38 C -0.402 2.249 -6.234  0.035
39 C 0.558 1.279 -6.024  -0.121
40 C 0.631 0.534 -4.863  0.023
41 C -0.306 0.778 -3.875  -0.015
42 N 1.551 1.015 -7.092  -0.349
43 O 2.372 0.149 -6.881  0.093
44 O 1.462 1.668 -8.106  0.103
45 H -2.100 3.231 -5.358  0.132
46 H -0.411 2.801 -7.162  0.130
47 H 1.405 -0.211 -4.751  0.124
48 H -0.283 0.193 -2.968  0.068
49 S -3.701 -0.548 -0.038  0.684
50 C -3.594 -1.939 0.982  -0.687
51 N -3.092 -1.801 2.235  0.073
52 C -3.005 -2.798 3.139  -0.025
53 C -3.455 -4.047 2.815  -0.018
54 C -3.997 -4.244 1.543  -0.002
55 C -4.062 -3.206 0.635  -0.067
56 H -2.780 -0.873 2.494  0.151
57 H -2.581 -2.538 4.098  0.145
58 H -3.392 -4.846 3.537  0.126
59 H -4.373 -5.220 1.264  0.130
60 H -4.496 -3.346 -0.343  0.117